{
  "formula": "C54H55CsGeN8O3S2",
  "method": "wB97M-V/def2-TZVPD",
  "e_lumo_ev": [3.3177, 3.3192],
  "orbital_gap_ha": [0.1897, 0.1496],
  "de_lowest_kcal_mol": 11.0,
  "total_charge": -2,
  "homo_energy_ha": [-0.0678, -0.0276],
  "symbols": ["Cs", "C", "C", "N", "C", "S", "N", "N", "C", "C", "C", "C", "C", "C", "C", "N", "H", "H", "H", "H", "H", "H", "H", "H", "H", "H", "H", "H", "H", "O", "C", "O", "C", "C", "C", "C", "C", "C", "N", "C", "C", "C", "C", "C", "C", "N", "H", "H", "H", "H", "H", "H", "H", "H", "H", "H", "C", "C", "C", "C", "C", "C", "C", "S", "C", "O", "H", "H", "H", "H", "H", "H", "H", "H", "H", "H", "C", "Ge", "C", "C", "C", "C", "C", "C", "C", "C", "C", "C", "C", "C", "C", "C", "C", "C", "C", "C", "H", "H", "H", "H", "H", "H", "H", "H", "H", "H", "H", "H", "H", "H", "H", "H", "C", "N", "C", "C", "N", "C", "H", "H", "H", "H", "H", "H"],
  "xyz": [[-0.7760, -1.5858, -1.2308], [-1.3058, -0.5605, -8.6897], [-1.5268, -1.7961, -7.8178], [-0.5386, -1.9773, -6.7819], [-0.5419, -1.1936, -5.6328], [0.8749, -1.2566, -4.6560], [-1.6068, -0.4756, -5.4378], [-1.6836, 0.1172, -4.1934], [-1.9600, 1.3635, -4.1895], [-2.0367, 2.2001, -5.4421], [-2.2501, 2.0144, -2.8857], [-2.8217, 3.2875, -2.8394], [-3.1487, 3.8442, -1.6130], [-2.9026, 3.1251, -0.4599], [-2.3148, 1.8734, -0.6000], [-1.9902, 1.3329, -1.7671], [-2.0946, -0.4662, -9.4416], [-0.3452, -0.6156, -9.2079], [-1.3135, 0.3336, -8.0671], [-1.5328, -2.6946, -8.4436], [-2.5014, -1.7260, -7.3359], [0.3910, -2.2436, -7.0607], [-1.4475, 1.7253, -6.2210], [-1.6528, 3.2056, -5.2672], [-3.0678, 2.2805, -5.8006], [-3.0308, 3.8325, -3.7494], [-3.5973, 4.8297, -1.5627], [-3.1377, 3.5125, 0.5210], [-2.0990, 1.2740, 0.2795], [-0.1154, 0.5878, 6.4212], [-1.2757, -0.1127, 6.2791], [-1.9136, -0.3587, 7.2814], [-1.6734, -0.4919, 4.9201], [-2.9682, -0.9917, 4.7150], [-3.4118, -1.3812, 3.4733], [-2.5651, -1.3110, 2.3293], [-1.2664, -0.7815, 2.5514], [-0.8352, -0.3938, 3.7943], [-2.8708, -1.6970, 1.0650], [-4.0023, -2.3411, 0.7967], [-4.3490, -2.7215, -0.5293], [-5.5275, -3.4660, -0.7981], [-5.8268, -3.8245, -2.0894], [-4.9661, -3.4491, -3.1292], [-3.8350, -2.7184, -2.7864], [-3.5258, -2.3667, -1.5493], [0.2392, 0.8460, 5.5591], [-3.6250, -1.0573, 5.5742], [-4.4296, -1.7344, 3.3743], [-0.5927, -0.6933, 1.7089], [0.1842, -0.0209, 3.8675], [-4.7017, -2.6474, 1.5773], [-6.1775, -3.7448, 0.0235], [-6.7250, -4.3951, -2.2999], [-5.1665, -3.7050, -4.1607], [-3.1372, -2.3876, -3.5563], [6.0726, -7.8199, -1.1223], [5.0189, -6.7972, -1.4565], [4.9309, -6.2470, -2.7308], [3.9633, -5.2983, -3.0332], [3.0831, -4.8832, -2.0480], [3.1440, -5.4277, -0.7759], [4.1091, -6.3782, -0.4869], [1.8198, -3.6517, -2.4226], [2.8636, -2.2319, -2.0204], [0.8150, -3.7881, -1.3327], [6.6157, -8.1318, -2.0143], [5.6304, -8.7075, -0.6663], [6.7981, -7.4152, -0.4132], [5.6227, -6.5710, -3.5005], [3.8886, -4.8833, -4.0324], [2.4201, -5.0944, -0.0417], [4.1613, -6.8064, 0.5086], [3.2840, -2.3742, -1.0264], [2.2654, -1.3203, -2.0496], [3.6339, -2.1867, -2.7909], [1.2420, 2.0703, 0.2685], [0.9085, 3.4414, 1.5384], [1.9451, 3.0103, 3.1877], [3.2576, 2.5586, 3.0337], [4.0404, 2.2188, 4.1293], [3.5150, 2.3035, 5.4141], [2.2086, 2.7397, 5.5896], [1.4378, 3.0946, 4.4849], [-0.9024, 3.8962, 2.2626], [-1.7273, 2.8651, 2.7133], [-3.0119, 3.1045, 3.1823], [-3.5086, 4.4025, 3.1996], [-2.7061, 5.4457, 2.7544], [-1.4156, 5.1926, 2.2986], [1.5728, 5.2560, 1.0641], [1.3040, 5.7716, -0.2037], [1.6666, 7.0677, -0.5488], [2.3178, 7.8765, 0.3749], [2.6066, 7.3758, 1.6380], [2.2353, 6.0784, 1.9738], [0.3474, 1.9058, -0.3532], [3.6561, 2.4559, 2.0289], [5.0580, 1.8733, 3.9806], [4.1165, 2.0264, 6.2723], [1.7837, 2.7961, 6.5853], [0.4191, 3.4389, 4.6408], [-1.3720, 1.8448, 2.6776], [-3.6197, 2.2732, 3.5218], [-4.5126, 4.5990, 3.5576], [-3.0850, 6.4623, 2.7618], [-0.8083, 6.0223, 1.9512], [0.8076, 5.1391, -0.9334], [1.4436, 7.4468, -1.5398], [2.6024, 8.8884, 0.1094], [3.1200, 7.9966, 2.3642], [2.4658, 5.6980, 2.9640], [2.5641, -3.3117, 4.2351], [2.3017, -2.4455, 3.1121], [2.7018, -1.1357, 2.9714], [2.2268, -0.7203, 1.7594], [1.5321, -1.7486, 1.1632], [1.6167, -2.7630, 1.9837], [2.5263, -2.7369, 5.1593], [3.5435, -3.7887, 4.1539], [1.7960, -4.0818, 4.2823], [3.2445, -0.6189, 3.7457], [2.2603, 0.2566, 1.2828], [1.1558, -3.7297, 1.8440]]
}



{
  "formula": "C6H14N2O2",
  "method": "wB97M-V/def2-TZVPD",
  "e_lumo_ev": 0.5706,
  "orbital_gap_ha": 0.3713,
  "de_lowest_kcal_mol": 80.7,
  "total_charge": 0,
  "smiles": "CNC(C)=O.CNC(C)=O",
  "homo_energy_ha": -0.3503,
  "symbols": ["C", "C", "C", "O", "N", "H", "H", "H", "H", "H", "H", "H", "C", "C", "C", "O", "N", "H", "H", "H", "H", "H", "H", "H"],
  "xyz": [[1.9973, -0.1686, 2.0087], [-0.1416, 2.5622, 0.4911], [0.9052, 0.8199, 1.8703], [0.3331, 1.2862, 2.8192], [0.8402, 1.4691, 0.5666], [2.2522, -0.2691, 3.1807], [1.5016, 1.6036, -0.1457], [-0.7751, 2.4806, 1.4146], [1.9312, -0.9193, 1.2484], [2.8707, 0.4838, 1.9505], [0.1677, 3.5363, 0.9670], [-0.5761, 2.6708, -0.5590], [-2.5871, -0.4281, -1.8897], [0.7228, -2.0579, -0.7655], [-0.5723, -1.8525, -1.5168], [-1.1411, -2.6509, -2.2542], [-1.1304, -0.6749, -1.2953], [-0.8713, -0.0605, -0.6095], [-3.0021, -1.3923, -2.3280], [0.7221, -2.8476, 0.0575], [-3.2585, -0.2996, -0.9819], [-2.5408, 0.1710, -2.7442], [1.5627, -2.2322, -1.4399], [0.7895, -1.2300, -0.0448]]
}



{
  "formula": "H6O3",
  "method": "wB97M-V/def2-TZVPD",
  "e_lumo_ev": 0.5111,
  "orbital_gap_ha": 0.4067,
  "de_lowest_kcal_mol": 6.4,
  "total_charge": 0,
  "smiles": "O.O.O",
  "homo_energy_ha": -0.3879,
  "symbols": ["O", "H", "H", "O", "H", "H", "O", "H", "H"],
  "xyz": [[14.4891, -1.0829, 5.3674], [15.1283, -1.7549, 5.1306], [14.1043, -0.8133, 4.5334], [13.0126, 0.4354, 7.4048], [12.2064, -0.0792, 7.3654], [13.6659, -0.1077, 6.9640], [14.4411, 2.7697, 7.2547], [13.8730, 2.0020, 7.3185], [14.7933, 2.8817, 8.1377]]
}



{
  "formula": "HNO4P",
  "method": "wB97M-V/def2-TZVPD",
  "e_lumo_ev": -6.8074,
  "orbital_gap_ha": 0.2751,
  "de_lowest_kcal_mol": 8.3,
  "total_charge": 1,
  "homo_energy_ha": -0.5253,
  "symbols": ["N", "O", "O", "O", "O", "P", "H"],
  "xyz": [[2.3139, 0.8066, -0.0232], [2.5449, -0.2281, -0.1067], [2.0306, 1.8782, 0.0034], [-0.2271, -0.6667, -0.9273], [-2.0116, -0.3451, 0.7319], [-1.6404, -0.9776, -0.7009], [-3.0104, -0.4672, 1.0227]]
}